DFT (ωB97M-V/def2-TZVPD) results for a molecular structure, C39H39AsCsN3O2S in a non-equilibrium geometry.

Results
HOMO-LUMO gap = 5.4 eV
HOMO energy = -0.0594 Eh
ΔE to the lowest compared entry with this formula, charge and spin = 1.226 eV
F_max = 0.051 hartree/bohr
charge = -2

```
86
C39H39AsCsN3O2S | OMol25 | ωB97M-V/def2-TZVPD
Cs 0.33083 0.02623 -0.07987
C -3.35252 0.42833 0.40984
N -2.65036 1.04688 1.52711
C -3.11621 2.39633 1.78316
C -2.82135 3.39930 0.66898
C -1.36549 3.38063 0.20444
N -1.17938 2.37227 -0.82198
C -0.51047 2.67873 -1.85752
C -0.20213 1.79454 -2.98499
C 0.43875 2.37564 -4.09232
C 0.76687 1.67646 -5.23532
C 0.44377 0.30075 -5.27285
C -0.17496 -0.31649 -4.21555
C -0.54340 0.38555 -3.00218
O -1.09203 -0.22057 -2.04307
C -2.69566 0.22932 2.74077
C -1.54315 0.49343 3.72113
C -0.33315 -0.44527 3.56440
N 0.72230 0.12812 2.73616
C 1.91864 -0.05568 3.12105
C 3.15720 0.29753 2.41249
C 4.35462 -0.15462 2.98272
C 5.59438 0.01207 2.39406
C 5.63688 0.66027 1.14353
C 4.49189 1.13508 0.54968
C 3.18710 1.01716 1.15703
O 2.16195 1.52201 0.60477
H -4.44484 0.37234 0.58233
H -2.97423 -0.58085 0.25566
H -3.14411 0.97919 -0.50772
H -2.63000 2.75028 2.69598
H -4.20278 2.38959 1.99068
H -3.08109 4.39249 1.04431
H -3.46101 3.21083 -0.19789
H -0.72341 3.12452 1.05905
H -1.06487 4.37628 -0.14959
H -0.11338 3.70162 -1.96162
H 0.68278 3.43383 -4.02888
H 1.26543 2.16144 -6.06599
H 0.69687 -0.28213 -6.15198
H -0.41088 -1.37595 -4.24242
H -2.66658 -0.81904 2.43768
H -3.66282 0.36923 3.25166
H -1.92308 0.40765 4.74193
H -1.18850 1.52119 3.59962
H -0.65537 -1.38326 3.09115
H 0.04854 -0.71572 4.55680
H 2.09005 -0.57336 4.07711
H 4.28461 -0.68536 3.93094
H 6.49259 -0.36834 2.86277
H 6.58839 0.78268 0.63585
H 4.52559 1.63440 -0.41260
S 1.08955 -3.06672 1.30784
C 1.04919 -4.70609 0.71806
C 2.01454 -5.67930 1.04954
C 1.93564 -6.97709 0.56038
C 0.89700 -7.35883 -0.28810
C -0.06579 -6.41685 -0.63685
C -0.00401 -5.11465 -0.14294
As -1.18447 -3.62459 -0.61007
C -2.44841 -4.67250 -1.76330
C -3.32868 -5.65988 -1.30827
C -4.14505 -6.35464 -2.19464
C -4.09653 -6.07341 -3.55942
C -3.23167 -5.09170 -4.02477
C -2.42054 -4.39794 -3.12832
C -2.41279 -3.65045 0.93860
C -2.04642 -4.09486 2.20568
C -2.95424 -4.03771 3.26066
C -4.24008 -3.54101 3.06257
C -4.61662 -3.10391 1.79732
C -3.70438 -3.15886 0.74880
H 2.83121 -5.38368 1.69817
H 2.69626 -7.69982 0.83796
H 0.83871 -8.36870 -0.67454
H -0.86303 -6.70791 -1.30817
H -3.37224 -5.89119 -0.24912
H -4.81900 -7.11792 -1.82166
H -4.73342 -6.61180 -4.25142
H -3.19120 -4.85796 -5.08238
H -1.75946 -3.61872 -3.49553
H -1.03983 -4.46141 2.37091
H -2.64749 -4.37412 4.24434
H -4.93972 -3.48725 3.88836
H -5.61108 -2.70799 1.62778
H -4.00560 -2.81680 -0.23421
```

Atomic partial charges in e from the Löwdin method, atoms 1 to 8: number 1, Cs, carries 1.400; number 2, C, carries -0.094; number 3, N, carries -0.212; number 4, C, carries -0.231; number 5, C, carries -0.179; number 6, C, carries -0.232; number 7, N, carries -0.073; number 8, C, carries -0.166

***

DFT (ωB97M-V/def2-TZVPD) results for a molecular structure, C4H9ClO2 in a non-equilibrium geometry.

Results
HOMO-LUMO gap = 10.5 eV
HOMO energy = -0.3589 Eh
ΔE to the lowest compared entry with this formula, charge and spin = 2.699 eV
F_max = 0.093 hartree/bohr
charge = 0

```
16
C4H9ClO2 | OMol25 | ωB97M-V/def2-TZVPD
C 2.06581 -1.29893 0.12457
C -1.91453 0.72898 1.03008
C 1.39349 -0.01304 -0.53880
C -0.90668 0.17963 0.08349
O -1.31330 0.76482 -1.68289
O 0.33985 0.51781 0.20820
Cl -1.21560 -1.49578 -0.12255
H 3.15084 -1.40119 -0.34528
H 2.18326 -1.03638 1.15394
H 1.41625 -2.04917 -0.16124
H -2.90383 1.08163 0.71019
H -1.56552 1.61237 1.41258
H -1.96838 0.04230 1.79732
H 0.94345 -0.04514 -1.47716
H 2.08711 0.73282 -0.58870
H -1.79223 1.67927 -1.60375
```

Atomic partial charges in e from the Löwdin method, atoms 1 to 8: number 1, C, carries -0.036; number 2, C, carries -0.067; number 3, C, carries -0.215; number 4, C, carries -0.805; number 5, O, carries -0.250; number 6, O, carries -0.086; number 7, Cl, carries 0.808; number 8, H, carries 0.121

***

DFT (ωB97M-V/def2-TZVPD) results for a molecular structure, C24H17BrIrN4O5S2 in a non-equilibrium geometry.

Results
HOMO-LUMO gap (spin up / spin down) = 6.5 / 5.6 eV
⟨S²⟩ = 8.800
multiplicity = 6
HOMO energy (spin up / spin down) = -0.2385 / -0.3241 Eh
ΔE to the lowest compared entry with this formula, charge and spin = 0.000 eV
F_max = 0.081 hartree/bohr
charge = 0

```
54
C24H17BrIrN4O5S2 | OMol25 | ωB97M-V/def2-TZVPD
Ir -0.76640 -0.64323 -0.55688
C -1.64584 3.93151 -3.48185
C -2.62685 3.30182 -2.70706
C -2.32348 2.68896 -1.49724
C -1.00561 2.32694 -1.23796
C 0.01853 2.87657 -2.05495
C -0.31104 3.62633 -3.18364
N -0.80989 1.42563 -0.19545
C -1.17300 1.71034 1.09328
C -1.35227 2.98125 1.72933
C -1.44951 3.04363 3.10910
C -1.51912 1.94473 3.98596
C -1.58935 0.67088 3.40833
C -1.29472 0.57217 1.99383
N -1.05314 -0.60842 1.36134
N -1.18697 -1.70544 2.10639
C -1.11823 -2.75839 1.27122
C -1.23454 -4.04696 1.84437
C -1.57935 -5.11879 1.06629
C -1.61563 -4.89662 -0.34883
C -1.26333 -3.66887 -0.88088
N -1.05551 -2.57828 -0.07894
H -1.94240 4.63963 -4.27510
H -3.65614 3.28492 -3.06039
H -3.14224 2.31830 -0.84057
H 1.08517 2.63539 -1.86441
H 0.56536 3.87270 -3.79464
H -1.32059 3.88195 1.13868
H -1.42645 4.05799 3.54898
H -1.49838 2.02760 5.07662
H -1.73507 -0.28167 3.94578
H -1.25820 -4.17039 2.92539
H -1.86779 -6.07188 1.53719
H -1.93806 -5.62630 -1.08563
H -1.20188 -3.54038 -1.90877
O -2.74147 -0.40344 -1.11145
S -2.66750 -0.72820 -2.63290
O -3.11690 0.38223 -3.48068
O -3.18052 -2.03540 -2.86151
S -0.64737 -0.68271 -2.89386
Br 6.89425 1.70281 0.54899
C 5.70672 0.20846 0.40367
C 6.07742 -1.10679 0.14730
C 5.10448 -2.09716 0.01991
C 3.73827 -1.78572 0.18101
C 3.36447 -0.49522 0.51679
C 4.37248 0.47498 0.74082
C 1.96709 -0.08181 0.52489
O 1.66123 1.03674 0.91878
O 1.14884 -1.01066 0.07815
H 7.11768 -1.33201 -0.07241
H 5.42903 -3.12727 -0.09475
H 2.94344 -2.54105 -0.03558
H 4.12031 1.51857 1.01392
```

Atomic partial charges in e from the Löwdin method, atoms 1 to 8: number 1, Ir, carries 1.402; number 2, C, carries -0.068; number 3, C, carries -0.083; number 4, C, carries -0.044; number 5, C, carries -0.321; number 6, C, carries -0.026; number 7, C, carries -0.085; number 8, N, carries -0.015